Density functional theory data (ωB97M-V with the def2-TZVPD basis set) for an isolated molecule of C18H16N4O4S2 in a non-equilibrium geometry.

For the max |F|, the calculation gives 1.48 eV/Å. The HOMO-LUMO gap is 8.8764 eV. Its LUMO energy is -0.10 eV. The SMILES is Cc1nc(CS(=O)(=O)c2ccccn2)sc1C(=O)NNC(=O)c1ccccc1. The spin multiplicity is 1. The net charge is 0.

Geometry as XYZ:
```
44
Properties=species:S:1:pos:R:3:forces:R:3:nbo_charge:R:1
C -1.767 0.080 1.444 0.03 -0.04 0.02 -0.66
C -0.416 0.462 1.948 0.53 -0.37 -0.41 0.19
C 0.821 0.071 1.477 0.13 0.41 0.66 -0.35
C 1.238 -0.820 0.394 -0.24 -0.19 -0.49 0.63
O 2.373 -1.253 0.280 0.22 -0.05 0.02 -0.63
N 0.292 -1.099 -0.541 -0.48 -0.21 -0.35 -0.45
N 0.588 -2.022 -1.539 0.50 0.20 0.36 -0.44
C -0.445 -2.671 -2.138 0.11 0.40 0.28 0.63
O -1.597 -2.370 -1.866 -0.12 -0.06 0.03 -0.63
C -0.064 -3.702 -3.131 -0.02 -0.31 -0.29 -0.09
C 1.168 -3.712 -3.779 -0.15 0.02 0.12 -0.20
C 1.455 -4.703 -4.699 0.09 -0.06 -0.05 -0.21
C 0.523 -5.690 -4.978 0.03 0.02 -0.02 -0.19
C -0.709 -5.679 -4.345 -0.01 -0.02 -0.01 -0.21
C -1.004 -4.687 -3.429 0.02 0.16 0.13 -0.17
H -1.960 -4.654 -2.929 -0.07 0.01 0.03 0.23
H -1.440 -6.442 -4.566 -0.06 -0.06 -0.01 0.22
H 0.755 -6.463 -5.695 0.02 -0.06 -0.06 0.22
H 2.409 -4.705 -5.204 0.07 0.01 -0.04 0.22
H 1.895 -2.936 -3.591 0.07 0.08 0.01 0.21
H 1.552 -2.332 -1.505 -0.20 -0.03 -0.02 0.43
H -0.706 -0.949 -0.449 0.17 0.00 0.05 0.43
S 2.081 0.778 2.436 -0.83 -0.06 0.09 0.53
C 0.855 1.553 3.383 0.62 -1.12 -0.74 0.05
N -0.361 1.292 3.011 -0.39 0.35 0.68 -0.46
C 1.179 2.535 4.416 0.05 1.16 -0.36 -0.68
H 2.114 2.333 4.929 0.09 0.13 0.06 0.27
H 0.357 2.691 5.108 -0.05 -0.06 0.01 0.27
S 1.436 4.163 3.549 0.08 0.07 0.59 2.14
O 1.050 5.207 4.460 -0.39 -0.04 0.05 -0.94
O 2.767 4.185 3.023 0.06 -0.36 -0.34 -0.91
C 0.228 4.128 2.195 0.07 0.07 0.29 -0.08
N 0.557 3.402 1.149 0.46 -0.04 -0.08 -0.40
C -0.311 3.320 0.156 -0.09 0.02 -0.08 0.04
C -1.543 3.961 0.181 -0.05 0.09 0.15 -0.23
C -1.872 4.725 1.290 0.13 -0.10 -0.06 -0.16
C -0.961 4.815 2.333 0.02 0.07 0.10 -0.21
H -1.141 5.391 3.225 -0.10 0.08 0.08 0.25
H -2.820 5.240 1.343 -0.05 0.04 0.01 0.23
H -2.225 3.863 -0.649 -0.05 -0.02 -0.08 0.23
H -0.002 2.712 -0.683 -0.05 -0.04 -0.13 0.20
H -1.976 0.551 0.484 -0.08 0.00 -0.11 0.22
H -2.505 0.433 2.161 -0.04 -0.02 -0.04 0.25
H -1.867 -1.000 1.344 -0.07 -0.07 -0.07 0.23
```
Forces are in eV/Å.

Density functional theory data (ωB97M-V with the def2-TZVPD basis set) for a structure of composition C18H37BrCl24GaIO3P2 in a non-equilibrium geometry.

For the max |F|, the calculation gives 6.30 eV/Å. The HOMO-LUMO gap is 4.0509 eV. Its LUMO energy is 3.10 eV. The spin multiplicity is 1. The net charge is -2.

Geometry as XYZ:
```
87
Properties=species:S:1:pos:R:3:forces:R:3:lowdin_charge:R:1
C 1.802 -1.680 0.609 1.06 -0.83 0.18 -0.21
C 1.900 -2.035 -0.997 -1.32 0.86 -0.10 -0.72
I 4.086 -2.069 -1.450 -0.27 -0.37 -0.03 0.62
C 1.262 -0.897 -1.990 1.92 -0.47 -0.23 -0.39
Ga -0.513 -0.059 -1.345 -0.57 0.32 -1.88 0.05
C -1.260 1.047 -2.978 -1.87 2.27 -3.20 -0.52
O -0.853 0.618 -4.192 -1.80 1.95 4.64 -0.26
O -2.187 2.174 -2.761 4.09 -4.66 -1.10 -0.36
P -2.189 -1.585 -0.780 -1.07 0.08 0.23 0.67
C -2.316 -3.046 -2.004 -0.51 -1.24 -0.66 -0.42
C -2.108 -2.147 1.043 -0.53 -0.83 1.42 -0.47
P -0.258 1.436 0.443 1.00 0.51 -0.36 0.28
O 0.110 3.030 -0.226 -3.15 -0.93 0.78 -0.60
Br -2.342 1.567 1.416 0.18 0.17 -0.44 0.11
H 0.778 -2.023 1.058 1.76 0.95 -1.00 0.06
H 2.635 -2.325 1.170 -1.80 1.28 -1.18 0.01
H 2.065 -0.549 0.850 -0.89 -2.28 -0.75 0.06
H 1.531 -3.125 -1.257 0.72 2.30 0.72 0.08
H 2.050 -0.008 -2.059 -1.68 -2.10 -0.03 -0.04
H 1.150 -1.309 -3.101 0.19 0.77 2.44 0.05
H -1.380 -3.208 -2.688 -1.65 0.23 1.29 0.02
H -2.568 -4.053 -1.434 0.57 1.92 -1.13 0.03
H -3.246 -2.813 -2.709 2.11 -0.55 1.53 -0.02
H -1.273 -1.586 1.655 -1.50 -1.29 -1.19 0.01
H -2.012 -3.328 1.126 0.07 2.33 0.00 0.01
H -3.136 -1.861 1.578 2.19 -0.62 -1.15 0.03
H -0.812 3.399 -0.460 1.94 -0.76 -0.22 -0.05
C 1.247 -2.788 -6.028 -0.46 0.34 0.16 -1.02
Cl 1.230 -3.994 -4.735 -0.07 0.02 -0.01 0.49
Cl 2.709 -2.931 -7.012 0.11 0.03 -0.19 0.47
H 0.373 -2.938 -6.666 0.30 -0.05 0.17 0.03
H 1.213 -1.790 -5.584 0.05 -0.24 -0.01 0.03
C 4.430 -4.009 3.237 0.16 -0.11 0.27 -1.01
Cl 5.145 -4.241 1.637 0.07 -0.01 0.11 0.51
Cl 2.695 -4.345 3.214 0.05 0.00 0.17 0.52
H 4.914 -4.686 3.945 -0.16 0.13 -0.23 0.03
H 4.588 -2.974 3.551 -0.15 -0.28 -0.07 0.00
C -5.942 -2.818 -4.982 0.06 0.43 -0.21 -1.03
Cl -6.380 -4.304 -4.131 -0.19 -0.09 0.05 0.47
Cl -4.205 -2.759 -5.306 -0.22 0.10 -0.10 0.53
H -6.483 -2.778 -5.930 0.18 -0.13 0.24 0.02
H -6.217 -1.960 -4.363 0.18 -0.28 -0.04 0.03
C -0.261 -6.476 4.187 0.36 0.17 0.14 -1.04
Cl -0.606 -4.994 3.288 0.03 -0.07 0.08 0.51
Cl -1.562 -7.657 3.990 0.09 -0.15 0.13 0.48
H 0.671 -6.909 3.815 -0.30 0.10 -0.01 0.02
H -0.158 -6.234 5.248 -0.14 -0.04 -0.29 0.03
C -5.029 -9.032 2.039 -0.32 0.30 -0.02 -1.04
Cl -4.006 -10.472 2.103 -0.05 -0.16 0.05 0.48
Cl -4.086 -7.600 1.609 -0.26 -0.07 -0.02 0.50
H -5.809 -9.183 1.289 0.31 0.00 0.13 0.02
H -5.485 -8.876 3.020 0.24 -0.06 -0.22 0.03
C -0.539 6.380 0.001 0.26 -0.33 -0.50 -1.04
Cl -1.326 7.097 1.413 0.08 0.20 0.21 0.47
Cl -1.693 5.461 -0.973 0.01 0.19 -0.06 0.59
H -0.112 7.178 -0.612 -0.45 -0.49 0.29 -0.08
H 0.255 5.710 0.338 -0.28 -0.01 0.00 0.02
C -1.225 7.057 5.428 0.09 -0.34 -0.37 -1.03
Cl -0.971 7.593 7.093 0.09 -0.05 0.15 0.48
Cl -2.259 8.188 4.546 0.02 -0.06 0.04 0.48
H -0.258 6.993 4.924 -0.27 0.13 0.13 0.03
H -1.701 6.074 5.439 0.05 0.33 0.03 0.03
C 1.089 2.662 4.338 -0.45 0.69 -0.11 -1.01
Cl 0.428 2.977 2.729 -0.04 0.66 1.55 0.42
Cl 2.131 1.235 4.330 0.17 -0.24 0.18 0.48
H 1.673 3.528 4.659 0.02 -0.29 -0.07 0.02
H 0.263 2.496 5.035 0.22 -0.12 -0.19 0.02
C 3.961 2.751 0.165 0.28 -0.09 -0.29 -0.98
Cl 3.174 3.468 1.576 0.52 0.19 -0.15 0.49
Cl 2.807 1.832 -0.809 0.59 0.21 0.12 0.61
H 4.388 3.549 -0.448 -0.20 -0.15 0.15 0.02
H 4.755 2.081 0.502 -0.29 0.15 -0.05 -0.03
C 5.484 -0.671 2.289 -0.45 -0.08 -0.30 -1.03
Cl 6.470 -0.327 3.715 0.01 -0.05 0.24 0.49
Cl 6.293 -0.135 0.811 0.05 -0.01 0.18 0.49
H 5.309 -1.748 2.228 0.24 0.43 -0.20 -0.06
H 4.529 -0.147 2.382 0.26 0.00 -0.02 0.02
C -3.952 3.711 -4.778 0.25 -0.50 0.36 -1.04
Cl -4.557 5.280 -4.234 -0.20 0.29 0.11 0.45
Cl -3.768 3.674 -6.536 -0.06 -0.02 -0.32 0.45
H -2.980 3.524 -4.315 -0.09 -0.25 0.12 -0.01
H -4.659 2.933 -4.479 0.24 0.28 -0.11 0.03
C 2.704 8.652 -1.413 0.29 0.10 -0.21 -1.00
Cl 1.179 9.071 -0.623 0.29 0.59 -0.02 0.56
Cl 3.054 6.927 -1.245 0.04 0.08 -0.04 0.53
H 2.634 8.899 -2.475 -0.10 -0.15 0.28 0.03
H 3.513 9.225 -0.953 -0.27 -0.20 -0.01 0.02
```
Forces are in eV/Å.

Density functional theory data (ωB97M-V with the def2-TZVPD basis set) for an isolated molecule of C3H8N2O in a non-equilibrium geometry.

For the max |F|, the calculation gives 3.32 eV/Å. The HOMO-LUMO gap is 8.0046 eV. Its LUMO energy is 0.88 eV. The SMILES is CC(O)=C(N)N. The spin multiplicity is 1. The net charge is 0.

Geometry as XYZ:
```
14
Properties=species:S:1:pos:R:3:forces:R:3:nbo_charge:R:1
C -1.099 0.922 -1.118 -2.19 -2.05 0.29 -0.61
C 0.364 -0.515 0.271 -0.12 1.91 -0.67 0.25
C 0.161 0.628 -0.441 0.16 -1.29 1.83 0.16
N 1.602 -0.689 0.929 -0.11 -0.17 0.41 -0.85
N -0.641 -1.460 0.416 -2.39 -0.26 -1.25 -0.83
O 0.987 1.706 -0.184 0.45 0.45 -0.79 -0.71
H 1.903 1.430 -0.293 0.13 -0.08 0.08 0.49
H 1.678 -0.144 1.782 -0.02 0.07 -0.06 0.37
H 1.786 -1.656 1.144 0.02 -0.13 -0.01 0.37
H -1.601 -1.050 0.056 2.60 -1.48 1.34 0.37
H -0.715 -1.845 1.352 0.03 0.15 -0.12 0.37
H -1.308 1.991 -1.152 -0.37 -0.24 0.20 0.24
H -1.137 0.497 -2.120 0.22 0.33 -0.37 0.22
H -1.980 0.186 -0.642 1.60 2.78 -0.87 0.16
```
Forces are in eV/Å.

Density functional theory data (ωB97M-V with the def2-TZVPD basis set) for a cluster of 11 separate species, H20NO13 in total in a non-equilibrium geometry.

For the max |F|, the calculation gives 11.45 eV/Å. The HOMO-LUMO gap is 8.9452 eV. Its LUMO energy is 2.12 eV. The spin multiplicity is 1. The net charge is -1.

Geometry as XYZ:
```
34
Properties=species:S:1:pos:R:3:forces:R:3:nbo_charge:R:1
N -0.089 0.006 -0.145 -0.93 -1.45 -4.77 0.72
O -0.766 -0.864 0.422 -1.10 1.20 1.22 -0.55
O 1.091 -0.224 -0.327 2.24 0.77 1.39 -0.51
O -0.615 0.857 -0.964 -0.53 0.19 2.35 -0.59
O 2.437 -2.014 -1.959 0.25 0.33 1.46 -0.95
H 1.925 -1.555 -1.250 0.73 -0.39 -0.49 0.49
H 1.799 -2.045 -2.645 -0.79 -0.14 -1.14 0.45
O -2.610 2.228 0.793 3.10 -4.32 2.10 -0.96
H -2.912 2.881 0.276 -1.76 3.81 -2.99 0.45
H -1.803 1.862 0.309 -1.25 0.50 0.67 0.49
O -4.120 -0.105 -0.177 -2.64 -3.49 -0.92 -0.95
H -3.521 -0.789 0.103 0.08 -1.06 0.09 0.47
H -3.575 0.584 -0.025 2.53 4.52 0.90 0.47
O 2.558 -1.633 1.816 0.50 -1.89 -0.96 -0.94
H 1.875 -1.161 1.368 -0.89 0.70 -0.74 0.49
H 2.814 -1.156 2.564 0.44 1.17 1.67 0.45
O 2.683 1.447 -2.471 1.91 4.06 1.24 -0.90
H 2.717 1.948 -1.559 -0.58 -2.05 -2.26 0.46
H 3.230 2.155 -2.986 -1.38 -2.09 0.86 0.44
O 1.284 3.186 0.049 -0.30 1.17 -2.51 -0.97
H 0.797 3.489 -0.839 2.09 -1.22 2.88 0.52
H 2.268 3.323 0.026 -1.64 0.17 -0.43 0.48
O -2.028 -1.178 -2.735 3.37 1.52 -1.82 -0.98
H -1.138 -1.248 -3.452 -4.00 0.97 3.70 0.46
H -2.008 -0.284 -2.187 0.69 -2.52 -1.81 0.51
O -1.572 -1.501 3.004 -7.38 7.86 -3.87 -0.95
H -1.215 -1.023 2.199 -0.73 -0.74 1.19 0.49
H -0.971 -2.030 3.214 8.02 -7.22 2.84 0.44
O -0.502 -3.573 0.324 3.38 -6.31 0.98 -0.96
H -0.622 -2.717 0.215 -1.80 6.10 -0.81 0.48
H -1.217 -4.169 0.329 -1.55 -0.03 -0.15 0.47
O 0.983 1.955 2.487 3.50 -2.87 -1.15 -0.99
H 1.069 2.218 1.456 0.04 -1.21 3.18 0.51
H 1.754 1.127 2.765 -3.63 3.98 -1.91 0.45
```
Forces are in eV/Å.